{
  "formula": "C32H62N5O17S2",
  "method": "ωB97M-V with the def2-TZVPD basis set",
  "symbols": ["C", "C", "C", "C", "C", "C", "C", "N", "N", "N", "C", "N", "C", "O", "C", "S", "C", "O", "C", "C", "O", "C", "C", "N", "S", "C", "O", "O", "H", "H", "H", "H", "H", "H", "H", "H", "H", "H", "H", "H", "H", "H", "H", "H", "H", "H", "H", "H", "H", "H", "H", "H", "H", "H", "H", "H", "H", "H", "H", "H", "H", "H", "H", "H", "H", "H", "C", "C", "C", "O", "C", "O", "O", "H", "H", "H", "H", "H", "H", "C", "C", "C", "O", "C", "O", "O", "H", "H", "H", "H", "H", "H", "C", "C", "C", "O", "C", "O", "O", "H", "H", "H", "H", "H", "H", "C", "C", "C", "O", "C", "O", "O", "H", "H", "H", "H", "H", "H"],
  "coordinates": [[2.84260, 1.30104, -2.57539], [1.65552, 1.16325, -3.53858], [0.35465, 0.88267, -2.77096], [0.13350, -0.62830, -2.53182], [-1.30729, -1.09732, -2.68789], [-2.39867, -0.24308, -1.97449], [-2.22146, 0.55430, -0.65085], [-3.51365, 0.46097, 0.07060], [-2.02832, 1.96829, -0.99968], [-1.18847, 0.03898, 0.21366], [-1.74407, -0.95251, -4.18731], [-1.47271, -2.06339, -5.07161], [-0.35630, -2.88589, -4.73591], [-0.14543, -3.88927, -5.67664], [-0.58511, -3.56899, -3.33933], [1.07296, -3.95323, -2.77746], [-1.48481, -4.82491, -3.55101], [-0.72411, -5.97119, -3.69080], [-1.10202, -7.06447, -2.86279], [0.13836, -7.90960, -2.67222], [0.97702, -7.32319, -1.68401], [0.70676, -7.72973, -0.35493], [1.95480, -7.53010, 0.50302], [-1.40958, -2.62938, -2.39824], [-1.22189, -3.20981, -0.67399], [-2.72114, -2.78754, 0.16242], [-1.23930, -4.63540, -0.76610], [-0.08606, -2.60967, -0.08752], [2.84196, 2.29338, -2.13035], [2.73758, 0.59139, -1.75133], [3.79632, 1.11065, -3.05655], [1.53689, 2.11495, -4.05270], [1.85425, 0.37854, -4.26552], [0.44570, 1.39119, -1.81316], [-0.48061, 1.34944, -3.28527], [0.79165, -1.15778, -3.21218], [0.50390, -0.86503, -1.53819], [-3.26705, -0.88933, -1.84049], [-2.74115, 0.49331, -2.69745], [-3.90524, 1.39058, 0.09203], [-3.39308, 0.19084, 1.04030], [-1.27808, 2.36800, -0.45972], [-1.89245, 2.14240, -1.98251], [-0.27233, 0.37782, -0.04415], [-1.32686, 0.28908, 1.18465], [-1.26995, -0.05443, -4.57601], [-2.81648, -0.77714, -4.24359], [-2.28465, -2.57826, -5.37241], [0.56276, -2.30241, -4.73313], [-0.91171, -3.98718, -6.24301], [0.83017, -5.01131, -1.99409], [-2.14270, -4.66170, -4.41095], [-2.14583, -4.93719, -2.69089], [-1.41073, -6.71541, -1.87807], [-1.90028, -7.64018, -3.33526], [0.72473, -7.89395, -3.58769], [-0.12154, -8.93191, -2.39997], [0.40387, -8.77766, -0.33367], [-0.11256, -7.14210, 0.06873], [1.78081, -6.81703, 1.30487], [2.29515, -8.46070, 0.94572], [2.75925, -7.13783, -0.11401], [-2.38942, -2.85085, -2.60534], [-2.47545, -1.96687, 0.81591], [-2.93529, -3.68555, 0.73563], [-3.54895, -2.57471, -0.50277], [2.62120, -2.35206, 1.38410], [3.30104, -1.09623, 1.86538], [4.80573, -1.04646, 1.69386], [5.21008, -0.21152, 2.78702], [4.27409, -0.30614, 3.75993], [4.38590, 0.11870, 4.85897], [3.17732, -0.95798, 3.29271], [1.54681, -2.26138, 1.49309], [2.84566, -2.53280, 0.33237], [2.94057, -3.21377, 1.97197], [2.83472, -0.21452, 1.41313], [5.12405, -0.60652, 0.75267], [5.26676, -2.02954, 1.81316], [0.39013, 1.94961, 5.99452], [-0.35905, 0.90479, 5.21626], [-0.02247, 0.87732, 3.74053], [-1.26172, 0.41375, 3.16201], [-2.27249, 0.75297, 4.00594], [-3.42059, 0.66622, 3.70941], [-1.78345, 1.18597, 5.17410], [0.18010, 1.86525, 7.06087], [1.46327, 1.83299, 5.84430], [0.09212, 2.94422, 5.67460], [-0.23561, -0.08559, 5.65951], [0.78693, 0.19431, 3.49408], [0.20032, 1.87138, 3.34636], [-1.54779, 8.07748, -1.47188], [-2.14591, 6.89715, -2.19167], [-2.85308, 5.88669, -1.30840], [-2.65518, 4.66387, -2.03399], [-1.54089, 4.79785, -2.77690], [-1.00607, 3.88910, -3.33749], [-1.11530, 6.07083, -2.78389], [-1.12564, 8.78922, -2.17904], [-2.31139, 8.58712, -0.88464], [-0.74468, 7.75160, -0.81041], [-2.80191, 7.22939, -2.99947], [-3.91454, 6.07952, -1.18379], [-2.38118, 5.78995, -0.32776], [2.21491, 8.01979, 6.15997], [1.58168, 7.01490, 5.23324], [0.88037, 5.85742, 5.91554], [1.03776, 4.79822, 4.95509], [2.14512, 5.06698, 4.21813], [2.63999, 4.29423, 3.46495], [2.58198, 6.31686, 4.45928], [2.63037, 8.85515, 5.59910], [1.47490, 8.40821, 6.85945], [3.02857, 7.55916, 6.71991], [0.90967, 7.51021, 4.52754], [-0.17455, 6.03698, 6.10446], [1.37295, 5.56156, 6.84421]],
  "forces_ev_per_a": [[-0.4, -0.3, 0.1], [0.1, 0.3, 0.5], [0.2, -0.2, -0.3], [0.4, 0.3, 0.6], [0.0, 0.8, -0.8], [0.1, -0.7, 0.4], [-0.4, 0.8, 0.3], [0.2, -0.3, -0.1], [-0.2, -0.5, 0.1], [0.1, -0.4, 0.0], [-0.2, -0.4, -0.3], [0.2, 0.1, -0.2], [-0.4, 0.0, -0.1], [0.2, 0.0, 0.1], [0.4, -0.7, -0.3], [0.3, 0.3, 0.1], [-0.3, 0.0, 0.5], [-0.1, 0.0, -0.2], [0.2, -0.4, -0.1], [0.2, 0.5, 0.3], [0.2, -0.2, -0.2], [0.1, 0.1, 0.4], [0.0, 0.2, -0.1], [-0.2, 0.6, 0.0], [0.2, -1.0, 1.3], [0.1, 0.1, -0.1], [-0.2, -0.1, -0.4], [0.1, 0.5, -0.3], [0.1, 0.1, 0.0], [0.1, -0.1, 0.0], [0.1, 0.1, -0.1], [0.0, -0.1, -0.3], [-0.1, 0.0, -0.2], [-0.2, 0.1, 0.0], [0.0, 0.0, -0.1], [-0.1, -0.2, -0.1], [-0.1, -0.2, 0.0], [-0.1, 0.0, 0.0], [0.0, 0.0, -0.1], [-0.1, 0.1, -0.1], [0.0, 0.0, 0.1], [0.1, 0.2, 0.0], [0.2, 0.2, 0.0], [0.1, -0.1, -0.2], [-0.2, 0.1, 0.0], [0.1, 0.2, 0.1], [-0.1, 0.0, 0.1], [-0.1, -0.1, 0.2], [0.0, 0.2, 0.2], [-0.2, 0.0, -0.2], [-0.1, -0.2, -0.1], [0.1, 0.1, -0.2], [0.0, 0.1, 0.0], [-0.3, 0.1, 0.0], [-0.1, 0.0, 0.0], [-0.1, -0.2, -0.2], [0.0, -0.1, 0.0], [-0.1, -0.1, -0.1], [-0.2, 0.0, -0.1], [0.0, 0.0, 0.1], [0.0, -0.1, 0.0], [0.1, 0.0, -0.1], [0.0, 0.0, 0.0], [-0.1, 0.4, 0.0], [0.0, -0.1, 0.0], [-0.1, 0.2, -0.1], [0.0, 0.0, 0.3], [0.0, -0.2, -0.1], [0.0, 0.1, 0.0], [0.0, -0.1, 0.0], [0.1, 0.0, -0.2], [0.0, 0.1, 0.2], [-0.1, 0.1, 0.0], [-0.1, 0.0, 0.0], [0.0, 0.0, 0.0], [0.1, 0.0, 0.0], [0.1, 0.1, 0.0], [0.0, 0.1, 0.1], [0.0, 0.0, 0.0], [-0.3, 0.1, 0.4], [0.2, 0.1, 0.0], [0.0, -0.1, -0.1], [0.2, 0.0, 0.0], [0.1, 0.0, 0.1], [-0.2, 0.0, -0.1], [0.0, -0.1, 0.0], [0.0, -0.1, 0.0], [0.0, 0.0, 0.0], [0.1, -0.1, -0.1], [-0.1, 0.0, 0.0], [-0.1, -0.1, 0.0], [0.0, 0.0, 0.1], [0.2, 0.0, -0.1], [0.0, 0.1, 0.2], [0.0, 0.0, -0.1], [-0.1, 0.1, 0.1], [0.0, 0.1, 0.0], [0.1, -0.1, -0.1], [-0.1, 0.0, -0.1], [0.0, 0.0, 0.0], [0.0, 0.0, 0.0], [-0.1, 0.0, 0.1], [0.0, -0.1, 0.0], [0.0, -0.1, -0.1], [0.0, 0.0, 0.0], [0.2, 0.0, -0.1], [0.0, 0.1, 0.2], [0.0, -0.1, -0.1], [0.0, 0.3, 0.1], [0.0, 0.0, 0.0], [0.0, -0.1, -0.1], [-0.1, 0.1, 0.0], [0.0, 0.0, 0.0], [0.0, 0.0, 0.0], [-0.1, -0.1, 0.1], [0.0, 0.0, 0.0], [0.0, -0.1, -0.1], [0.0, 0.0, 0.0]],
  "e_tot_ha": -3605.5064,
  "charge": 1,
  "multiplicity": 1
}

***

{
  "formula": "C32H63Cl20N2O7PS2",
  "method": "ωB97M-V with the def2-TZVPD basis set",
  "symbols": ["C", "C", "C", "C", "O", "C", "O", "N", "S", "C", "C", "O", "O", "C", "C", "C", "O", "C", "O", "C", "S", "P", "N", "O", "H", "H", "H", "H", "H", "H", "H", "H", "H", "H", "H", "H", "H", "H", "H", "H", "H", "H", "H", "H", "H", "H", "H", "Cl", "C", "C", "Cl", "H", "H", "H", "H", "Cl", "C", "C", "Cl", "H", "H", "H", "H", "Cl", "C", "C", "Cl", "H", "H", "H", "H", "Cl", "C", "C", "Cl", "H", "H", "H", "H", "Cl", "C", "C", "Cl", "H", "H", "H", "H", "Cl", "C", "C", "Cl", "H", "H", "H", "H", "Cl", "C", "C", "Cl", "H", "H", "H", "H", "Cl", "C", "C", "Cl", "H", "H", "H", "H", "Cl", "C", "C", "Cl", "H", "H", "H", "H", "Cl", "C", "C", "Cl", "H", "H", "H", "H"],
  "coordinates": [[-1.97134, 2.50545, 6.05238], [-2.97667, 3.29442, 5.21652], [-4.01890, 2.43181, 4.49988], [-3.92461, 2.38462, 2.97298], [-2.64401, 2.70109, 2.40540], [-1.87026, 1.61930, 2.29490], [-2.08307, 0.56363, 2.86472], [-0.74268, 1.75052, 1.38327], [-1.33299, 0.97249, -0.06305], [0.03804, 0.24846, -0.98291], [0.56484, -1.09835, -0.54784], [0.71247, -1.95403, -1.41673], [0.91698, -1.40100, 0.74301], [2.33625, -1.48190, 0.82160], [2.73030, -1.74703, 2.25561], [2.01155, -0.81591, 3.23514], [4.15610, -1.56049, 2.28971], [4.80091, -2.46383, 3.07747], [5.26106, -3.48934, 2.59035], [4.99602, -2.19842, 4.55399], [3.84715, -3.13955, 5.58964], [-0.36178, 3.48296, 1.04521], [1.04863, 3.72745, 1.99567], [0.17217, 3.52266, -0.53048], [-1.16972, 3.17829, 6.30340], [-1.55272, 1.65916, 5.51698], [-2.48980, 2.10966, 6.91393], [-3.53808, 3.91915, 5.90124], [-2.44194, 3.96510, 4.55336], [-3.98656, 1.40886, 4.83964], [-5.00678, 2.79133, 4.75832], [-4.62301, 3.11261, 2.58459], [-4.25470, 1.41999, 2.61385], [0.87188, 0.93802, -1.06562], [-0.33670, 0.07806, -1.97818], [2.77279, -0.54442, 0.48946], [2.68605, -2.30739, 0.21741], [2.51174, -2.78927, 2.45568], [1.35875, -1.39346, 3.87548], [2.76019, -0.32299, 3.83980], [1.43238, -0.04259, 2.75042], [4.91073, -1.13944, 4.75564], [5.98506, -2.52989, 4.82248], [2.64973, -2.60119, 5.30017], [1.14669, 4.72238, 2.12718], [1.89517, 3.37866, 1.55179], [1.11358, 3.30356, -0.53475], [-2.04866, -0.14126, -4.29021], [-0.91031, 0.28417, -5.60289], [0.49069, 0.47855, -5.09366], [0.63000, 1.93288, -4.06476], [-1.28634, 1.17786, -6.09454], [-0.93016, -0.53627, -6.31785], [1.17795, 0.60850, -5.93139], [0.82510, -0.37388, -4.51218], [2.61041, -0.21721, -7.63841], [4.17863, -0.79387, -7.00243], [4.05671, -2.07868, -6.22664], [3.18506, -1.86605, -4.68423], [4.59945, -0.00125, -6.38923], [4.82556, -0.94450, -7.86391], [5.04927, -2.44569, -5.97631], [3.54289, -2.84215, -6.79922], [-7.82958, 1.75010, -5.96182], [-6.45329, 0.72649, -5.47348], [-5.12913, 1.35092, -5.82360], [-4.85889, 1.41373, -7.58656], [-6.57407, -0.24379, -5.94710], [-6.52235, 0.59463, -4.39543], [-4.32065, 0.75831, -5.40188], [-5.05232, 2.36369, -5.43736], [3.47488, -2.86347, -9.75512], [4.69906, -4.03813, -10.31921], [4.74923, -5.28950, -9.48122], [5.38891, -4.99199, -7.84622], [5.66094, -3.53309, -10.33795], [4.42791, -4.30042, -11.34009], [5.41333, -6.01338, -9.94950], [3.76553, -5.73948, -9.37941], [-0.53527, 2.40542, 8.73139], [1.04088, 1.93890, 9.40553], [2.09602, 2.94875, 9.03574], [2.43650, 2.95513, 7.28786], [1.28029, 0.94241, 9.04430], [0.94430, 1.89697, 10.48947], [3.02865, 2.71719, 9.54759], [1.79033, 3.95396, 9.31245], [-10.25473, 2.55885, -10.11354], [-8.94492, 3.46325, -9.31088], [-8.90478, 4.90658, -9.73957], [-8.40578, 5.09212, -11.44097], [-8.00745, 2.95742, -9.52470], [-9.12923, 3.40396, -8.24026], [-8.17779, 5.44622, -9.13544], [-9.87393, 5.38331, -9.62090], [-6.18318, 0.79091, 7.34276], [-7.88692, 1.29585, 7.30913], [-8.37747, 1.51079, 5.90032], [-7.60041, 2.91747, 5.12780], [-7.98147, 2.19814, 7.90750], [-8.46888, 0.50678, 7.78245], [-9.44928, 1.70115, 5.91005], [-8.18788, 0.64278, 5.27459], [6.08240, -2.79119, -2.11556], [5.64765, -4.01571, -0.88733], [6.77558, -4.97334, -0.61139], [7.11224, -6.03793, -2.00162], [4.75913, -4.53490, -1.23568], [5.39492, -3.47678, 0.02545], [6.51003, -5.61615, 0.22540], [7.69353, -4.44673, -0.36390], [6.64445, 1.32727, 1.40183], [7.69128, 0.10595, 0.64213], [7.70210, -1.18098, 1.42611], [8.52777, -1.00427, 2.99768], [8.68963, 0.52320, 0.54262], [7.29393, -0.07752, -0.35474], [8.24174, -1.94604, 0.87035], [6.69402, -1.54063, 1.61284], [-4.45751, -1.05596, 5.17332], [-2.95007, -1.94439, 4.83577], [-2.67380, -3.00531, 5.86820], [-2.27181, -2.30542, 7.45905], [-2.14263, -1.21932, 4.77810], [-3.06512, -2.40437, 3.85610], [-1.81769, -3.60199, 5.55854], [-3.52602, -3.66673, 5.99917]],
  "forces_ev_per_a": [[-0.6, 0.2, -0.9], [-0.2, -0.3, 0.2], [0.5, -0.1, -0.4], [-1.1, 0.5, 0.7], [0.4, -0.7, -0.3], [0.5, -1.7, 0.9], [0.3, 1.2, -0.7], [0.1, 0.8, -0.6], [-0.5, -0.3, -0.5], [0.4, -0.1, 1.6], [0.1, -2.5, -1.9], [-0.1, 1.4, 1.4], [-0.4, 1.1, -0.4], [0.2, -0.4, 0.2], [-0.7, 0.6, -0.1], [0.4, -0.3, 0.0], [0.3, -0.1, 0.5], [1.1, -2.3, -0.7], [-0.7, 1.6, 0.4], [-0.9, 0.9, -0.6], [0.0, -0.5, 0.3], [-0.9, 1.3, 0.2], [-0.3, -0.7, -1.0], [0.4, -0.7, 1.1], [0.3, 0.0, 0.5], [0.1, -0.1, -0.2], [0.1, -0.1, 0.4], [0.1, 0.4, 0.2], [0.0, 0.1, -0.4], [0.2, -0.2, 0.4], [-0.2, 0.0, -0.1], [0.2, 0.4, -0.4], [0.1, -0.3, -0.1], [0.1, 0.2, 0.0], [-0.3, 0.2, -0.3], [0.2, 0.2, -0.1], [0.2, -0.1, -0.4], [0.0, -0.3, 0.2], [-0.3, 0.1, 0.2], [0.1, 0.1, 0.3], [-0.2, 0.1, -0.2], [0.0, 0.2, 0.1], [0.3, -0.2, 0.1], [0.3, 0.3, -0.2], [0.1, 0.2, 0.2], [0.2, -0.1, 0.4], [0.1, 0.0, -0.5], [0.0, 0.0, 0.0], [0.0, 0.0, -0.2], [0.1, 0.0, -0.1], [0.0, 0.1, 0.0], [0.0, 0.0, 0.1], [0.0, -0.1, 0.1], [-0.3, 0.1, 0.3], [0.0, 0.0, 0.1], [0.2, -0.1, -0.2], [0.2, 0.0, 0.0], [0.0, 0.0, 0.0], [0.0, 0.0, 0.0], [-0.1, 0.0, 0.0], [-0.1, -0.1, 0.0], [0.1, 0.0, 0.0], [-0.1, 0.0, 0.0], [-0.1, 0.0, 0.0], [0.0, -0.1, 0.1], [0.1, 0.0, 0.1], [0.0, 0.0, 0.0], [0.0, 0.0, -0.1], [0.0, 0.1, 0.0], [0.0, 0.0, 0.0], [0.0, 0.0, -0.1], [0.1, -0.1, 0.0], [0.0, 0.0, -0.2], [0.0, -0.1, -0.1], [0.0, 0.0, 0.1], [0.0, 0.0, 0.1], [0.0, 0.0, 0.0], [0.0, 0.0, 0.0], [0.0, 0.0, 0.1], [0.1, -0.2, 0.3], [0.0, 0.1, 0.2], [0.2, 0.0, 0.1], [0.0, 0.0, -0.1], [0.0, 0.0, -0.1], [0.0, 0.1, 0.0], [0.0, -0.1, 0.0], [-0.1, 0.0, 0.0], [0.0, 0.0, 0.0], [0.0, 0.0, 0.1], [0.0, 0.1, 0.1], [0.0, 0.0, 0.0], [0.0, 0.0, -0.1], [0.0, 0.0, 0.0], [0.0, 0.0, 0.0], [0.0, 0.0, -0.1], [0.0, 0.0, 0.1], [-0.1, 0.0, 0.1], [-0.1, 0.0, 0.0], [-0.1, 0.0, 0.0], [0.0, 0.1, 0.0], [0.0, 0.0, -0.1], [0.0, 0.1, 0.0], [0.1, 0.0, 0.0], [0.0, 0.0, 0.0], [-0.1, 0.1, 0.2], [0.0, 0.0, 0.1], [0.0, 0.0, 0.0], [0.0, 0.0, -0.1], [0.1, 0.0, 0.0], [-0.1, 0.0, 0.0], [0.0, 0.0, -0.1], [0.0, 0.1, 0.1], [0.0, -0.1, -0.2], [0.0, -0.1, -0.1], [-0.1, 0.0, 0.1], [0.0, 0.1, 0.1], [-0.1, -0.1, 0.0], [0.0, 0.0, 0.0], [0.0, 0.1, 0.0], [0.0, -0.2, 0.0], [0.1, 0.0, -0.2], [0.0, -0.1, 0.0], [0.0, 0.0, 0.0], [0.0, 0.1, 0.0], [0.0, 0.0, 0.0], [0.0, 0.0, 0.0], [0.0, 0.0, 0.1]],
  "e_tot_ha": -12234.8997,
  "smiles": "CCCCOC(=O)N(SCC(=O)OC[C@H](C)OC(=O)CS)P(N)O.ClCCCl.ClCCCl.ClCCCl.ClCCCl.ClCCCl.ClCCCl.ClCCCl.ClCCCl.ClCCCl.ClCCCl",
  "multiplicity": 1
}